{
  "formula": "C30H70BClI2N3O13P2",
  "method": "ωB97M-V/def2-TZVPD",
  "homo_lumo_gap_ha": 0.2241,
  "spin_multiplicity": 1,
  "total_charge": -1,
  "elements": ["H", "C", "C", "C", "H", "H", "C", "O", "C", "C", "C", "C", "H", "N", "O", "C", "H", "H", "H", "H", "O", "H", "Cl", "H", "H", "H", "O", "C", "O", "C", "H", "C", "H", "N", "H", "H", "C", "H", "H", "H", "C", "H", "H", "C", "H", "H", "N", "H", "H", "H", "H", "C", "H", "H", "C", "H", "H", "H", "C", "H", "H", "I", "H", "H", "H", "C", "H", "C", "C", "H", "H", "H", "O", "H", "C", "C", "H", "H", "H", "O", "H", "H", "O", "C", "H", "H", "H", "H", "I", "H", "P", "H", "O", "C", "O", "C", "O", "C", "H", "C", "B", "C", "O", "H", "H", "H", "H", "H", "H", "H", "P", "H", "C", "H", "H", "H", "H", "H", "O", "H", "H", "H"],
  "positions_angstrom": [[5.27, 2.58, 1.07], [0.33, 0.46, -2.28], [2.66, -0.39, -1.37], [7.89, -6.32, 0.19], [-4.99, 2.58, -1.17], [-0.54, 1.24, -2.29], [1.91, 2.06, -0.68], [-3.78, 0.83, 0.21], [-4.34, 1.56, -4.64], [1.34, 0.55, -0.99], [-4.21, 0.51, -1.19], [9.03, 1.71, 2.79], [-11.58, -0.22, -0.66], [-11.21, 2.30, -1.88], [-4.21, 2.20, 3.00], [7.57, 2.15, 2.53], [7.55, 3.22, 2.34], [-1.68, 1.17, -0.06], [3.65, 1.32, 2.27], [8.01, -2.56, 2.83], [9.08, 0.37, 3.29], [8.47, -8.01, 1.38], [-1.49, 0.44, 3.04], [-5.18, 0.75, -6.70], [-12.94, 3.44, -2.20], [8.78, -0.82, 1.61], [7.55, -6.67, 2.59], [9.55, -0.58, 2.35], [-4.35, -2.72, -1.91], [0.80, 3.26, -0.91], [8.74, -3.95, 2.01], [-4.24, 2.00, -1.89], [7.24, 0.46, 1.44], [6.99, 1.44, 1.39], [6.22, -0.17, 4.11], [-0.05, 2.22, 0.93], [7.02, -4.27, -0.87], [3.07, 0.08, -2.39], [0.89, 0.49, -3.32], [-10.65, 4.08, -0.93], [7.62, -7.33, 1.33], [6.31, -6.29, 4.18], [8.76, -5.74, 0.48], [8.10, -3.30, -0.37], [7.27, -4.60, -1.88], [-3.69, 3.23, 0.45], [6.73, -5.46, -0.06], [-4.07, 2.28, -6.82], [3.46, -0.39, -0.52], [-14.56, 2.17, -1.00], [2.29, -1.48, -1.66], [-10.63, 3.00, -0.74], [6.96, -3.82, 2.23], [2.22, 2.11, 0.46], [1.69, 4.68, -0.89], [-4.36, 1.28, 3.39], [-8.41, -0.65, -0.38], [0.19, 4.07, 1.13], [5.85, -0.85, 3.34], [8.24, -2.55, -1.15], [6.34, -5.15, 0.83], [-6.64, 3.56, -3.49], [-12.62, -0.94, 0.56], [5.66, -5.80, 2.61], [9.08, -3.77, -0.24], [-12.36, 0.00, 0.08], [-13.28, 2.44, 0.15], [-8.66, 0.27, -0.92], [-4.92, 1.77, -6.16], [2.81, 2.25, -1.39], [5.59, -1.80, 3.83], [-0.20, -0.61, -2.23], [-2.93, 2.57, -1.55], [-9.42, 0.03, -1.66], [-12.67, 2.40, -1.98], [-13.52, 1.92, -0.78], [5.71, -7.53, 3.06], [9.79, -1.51, 2.89], [-3.33, -2.71, -1.93], [-9.13, 1.22, 0.03], [-12.97, 1.81, -2.85], [10.46, -0.23, 1.84], [7.74, -2.56, 0.80], [-9.18, 2.56, -0.47], [9.66, 1.84, 1.90], [6.07, -3.72, -0.94], [5.24, 0.95, 0.42], [-8.55, 2.69, -1.36], [-2.60, 0.17, -4.48], [-11.98, 0.69, 0.84], [-2.66, 2.21, 0.17], [7.01, 1.95, 3.45], [-1.60, 3.59, 0.09], [-4.87, 2.20, -3.39], [4.69, -0.35, 2.69], [6.23, -6.57, 3.12], [-4.77, -2.18, 0.53], [-0.20, 3.24, 0.38], [1.16, 5.52, -0.26], [5.53, 1.54, 1.29], [-4.83, -1.73, -0.89], [7.88, -3.28, 2.02], [-5.36, -0.39, -1.30], [-3.32, -0.22, -1.51], [0.77, 0.08, -0.06], [-10.97, 1.31, -1.83], [6.62, -1.07, 2.61], [1.84, 4.98, -2.01], [-11.19, 2.81, 0.18], [4.93, 1.58, 3.42], [-2.54, 2.19, 2.39], [-8.77, 3.20, 0.31], [4.69, 1.06, 2.49], [-3.82, -2.38, 0.81], [0.27, 3.24, -1.95], [-7.75, 0.62, -1.42], [2.78, 4.42, -0.46], [6.73, -7.94, 1.13], [-13.51, 0.50, -0.58], [8.13, -6.87, -0.73], [9.44, 2.34, 3.58], [-5.87, 2.45, -6.24]]
}



{
  "formula": "C3H13AlN6O4",
  "method": "ωB97M-V/def2-TZVPD",
  "homo_lumo_gap_ha": 0.1480,
  "spin_multiplicity": 1,
  "total_charge": 2,
  "elements": ["N", "N", "H", "Al", "H", "N", "H", "C", "O", "H", "H", "H", "H", "H", "H", "H", "H", "N", "O", "N", "N", "H", "O", "C", "O", "H", "C"],
  "positions_angstrom": [[-18.53, -4.48, -34.93], [-22.27, -3.25, -37.98], [-22.67, -4.02, -37.46], [-21.31, -0.49, -33.73], [-23.27, 1.72, -33.95], [-20.51, 2.07, -37.41], [-21.24, -1.37, -39.18], [-21.76, 2.02, -36.87], [-19.65, -2.71, -34.05], [-22.12, -3.46, -38.95], [-17.80, -2.79, -36.71], [-20.69, -0.52, -37.78], [-23.55, 2.96, -37.00], [-18.65, -1.52, -35.91], [-22.36, 3.34, -38.25], [-19.87, 1.54, -36.86], [-18.78, -5.08, -34.16], [-22.63, 2.89, -37.39], [-22.03, 1.26, -35.91], [-21.25, -1.24, -38.19], [-18.38, -2.48, -35.95], [-20.26, 2.74, -38.12], [-21.84, -2.02, -36.12], [-21.79, -2.18, -37.36], [-22.86, 1.66, -33.06], [-17.88, -4.78, -35.63], [-18.93, -3.19, -34.93]]
}



{
  "formula": "C2H4S2",
  "method": "ωB97M-V/def2-TZVPD",
  "homo_lumo_gap_ha": [0.3190, 0.2790],
  "spin_multiplicity": 1,
  "total_charge": 0,
  "elements": ["H", "C", "H", "H", "S", "C", "H", "S"],
  "positions_angstrom": [[-1.32, 1.81, -1.16], [-0.04, 0.23, -0.12], [1.23, -1.19, 0.98], [-0.57, -1.44, 1.23], [-1.30, 1.39, 0.11], [0.22, -1.00, 0.63], [1.78, 1.34, -0.49], [0.00, -1.15, -1.17]]
}



{
  "formula": "C36H35CsN5O4PS3",
  "method": "ωB97M-V/def2-TZVPD",
  "homo_lumo_gap_ha": 0.2029,
  "spin_multiplicity": 1,
  "total_charge": -2,
  "elements": ["H", "H", "C", "C", "C", "N", "H", "Cs", "H", "N", "H", "H", "C", "H", "O", "C", "C", "O", "H", "C", "H", "C", "H", "H", "H", "C", "C", "C", "H", "H", "H", "H", "O", "H", "C", "C", "H", "N", "N", "C", "S", "C", "H", "C", "C", "C", "H", "C", "C", "H", "C", "C", "H", "C", "S", "H", "C", "C", "C", "C", "H", "H", "H", "C", "C", "S", "C", "H", "C", "H", "N", "C", "H", "H", "H", "H", "C", "C", "C", "H", "H", "H", "O", "C", "P"],
  "positions_angstrom": [[2.59, -2.71, -2.55], [-3.85, 1.79, -0.09], [-1.11, -0.29, -7.15], [2.33, -3.74, 5.44], [-2.06, 1.97, 6.32], [-0.69, 0.26, -5.93], [-2.55, -0.05, -4.00], [-0.14, 0.08, 0.09], [3.16, 0.25, 4.99], [-2.50, 0.03, -1.50], [1.22, -2.99, 7.12], [1.15, 0.39, -3.36], [-2.13, -1.29, -9.55], [3.31, -4.20, 3.56], [0.41, -1.35, -1.80], [3.22, 1.06, 4.27], [-2.97, -0.95, -2.24], [2.27, -1.08, 1.53], [-1.29, -3.16, -8.91], [1.51, -2.83, 6.09], [-2.36, 3.67, 3.46], [3.39, 3.14, 2.45], [1.66, 2.33, 1.53], [-0.41, -2.28, -6.79], [-1.02, 2.83, -2.18], [-0.75, 3.16, 0.48], [2.36, 2.21, 2.35], [-1.01, 3.60, 1.82], [2.43, -4.26, -1.65], [0.43, -1.00, 5.95], [-1.89, -0.41, 3.93], [2.80, -2.78, -0.74], [0.40, 3.23, -0.06], [0.17, -4.76, -2.73], [2.25, 1.17, 3.27], [4.34, 3.02, 3.46], [1.15, 2.28, 5.28], [-1.94, 1.07, -2.25], [-3.11, -0.78, -3.60], [4.26, 1.97, 4.36], [0.55, -2.82, -1.43], [-1.80, 0.54, -8.03], [5.15, 3.74, 3.53], [1.06, -1.70, 5.42], [-1.62, 2.13, -1.60], [-1.55, 0.38, 4.60], [-0.44, 3.28, 6.85], [-0.94, -1.63, -7.47], [-0.08, -3.70, -2.84], [-3.16, -1.66, -4.10], [-1.86, 2.53, -0.19], [0.14, 1.88, 5.33], [-1.22, 1.06, -5.61], [-3.07, 2.31, 0.45], [1.73, -0.95, -5.72], [-3.47, 0.55, 5.53], [2.67, -2.18, 1.99], [-0.23, 0.83, 4.50], [-2.23, 3.37, 2.43], [-2.31, 0.04, -9.22], [-2.85, 0.70, -9.88], [-0.48, 0.84, -3.57], [3.44, 3.94, 1.73], [-2.45, 0.93, 5.50], [-3.28, 2.72, 1.76], [-3.44, -2.48, -1.55], [-0.76, 2.45, 6.23], [-1.16, -3.57, -2.84], [2.24, -2.38, 3.45], [2.69, -4.63, 5.96], [0.42, 0.63, -4.02], [0.44, 0.00, -5.20], [0.39, -3.27, -3.72], [-4.22, 2.52, 2.26], [-2.53, -1.68, -10.48], [-2.76, 2.42, 7.01], [2.69, -3.51, 4.12], [1.41, -1.45, 4.10], [-1.44, -2.12, -8.67], [-1.93, 1.59, -7.78], [-0.20, 4.08, 2.35], [5.00, 1.87, 5.15], [3.33, -3.07, 1.43], [2.28, -3.18, -1.61], [0.80, 0.04, 3.15]]
}



{
  "formula": "C17H22Cl2IrN3O5",
  "method": "ωB97M-V/def2-TZVPD",
  "homo_lumo_gap_ha": [0.1998, 0.2355],
  "spin_multiplicity": 5,
  "s_squared": 6.213,
  "total_charge": 0,
  "elements": ["O", "C", "H", "C", "O", "C", "H", "C", "C", "H", "C", "H", "O", "H", "C", "Cl", "H", "C", "H", "H", "H", "C", "Ir", "C", "C", "C", "H", "H", "H", "N", "C", "C", "C", "H", "N", "H", "N", "O", "H", "C", "C", "H", "H", "O", "H", "H", "H", "Cl", "H", "H"],
  "positions_angstrom": [[-2.12, 0.79, -0.88], [3.18, -3.49, -0.01], [-1.66, 2.73, -1.45], [-1.23, 0.49, 2.76], [-1.71, -0.28, 1.66], [1.30, 2.55, 1.07], [-2.93, 1.92, -2.41], [-3.01, 0.01, 1.16], [2.54, -1.46, 0.83], [-4.05, 1.21, -0.27], [4.79, -0.55, -4.05], [5.13, -3.20, -1.91], [-0.07, -2.94, -1.04], [-3.69, 0.25, 1.99], [-0.53, 1.79, 2.38], [2.36, -2.22, -0.61], [0.93, -6.65, -0.78], [5.28, -1.68, -3.44], [5.36, -0.09, -4.85], [-2.77, 2.09, 0.59], [1.84, 2.86, 1.97], [4.65, -2.35, -2.39], [-0.15, -0.30, -0.08], [-1.98, 1.78, -1.88], [-3.04, 1.13, 0.14], [3.46, -1.89, -1.86], [-1.22, 1.42, -2.57], [0.78, 3.41, 0.64], [-0.02, 2.18, 3.27], [1.59, -1.11, -1.18], [0.42, -5.70, -0.80], [2.91, -4.78, 0.00], [3.58, 0.03, -3.65], [6.23, -2.08, -3.78], [1.41, -4.65, -0.67], [3.35, -5.67, 0.40], [1.44, -0.14, -1.97], [0.40, 1.50, 1.37], [-0.12, -5.58, -1.73], [1.07, -3.31, -0.78], [2.85, -0.54, -2.65], [-1.24, 2.55, 2.04], [3.94, -3.29, 0.70], [2.49, -0.79, 1.82], [-0.31, -5.65, 0.02], [-2.05, 0.70, 3.46], [-3.33, -0.91, 0.68], [3.02, 1.47, -4.44], [2.01, 2.16, 0.35], [-0.49, -0.15, 3.24]]
}



{
  "formula": "C2HN2O3S",
  "method": "ωB97M-V/def2-TZVPD",
  "homo_lumo_gap_ha": 0.2354,
  "spin_multiplicity": 1,
  "total_charge": -1,
  "elements": ["C", "N", "O", "N", "O", "O", "S", "H", "C"],
  "positions_angstrom": [[1.68, 0.88, 1.98], [-1.19, -0.80, -0.76], [-3.42, -0.12, -0.51], [1.73, 0.00, 1.20], [1.61, 1.61, 2.89], [0.31, 0.20, -2.63], [0.32, -0.96, -1.67], [1.30, -0.28, 0.25], [-2.34, -0.53, -0.73]]
}



{
  "formula": "C15H31N6O7",
  "method": "ωB97M-V/def2-TZVPD",
  "homo_lumo_gap_ha": 0.3350,
  "spin_multiplicity": 1,
  "total_charge": 1,
  "elements": ["H", "H", "C", "H", "N", "C", "H", "C", "C", "H", "H", "C", "H", "H", "H", "H", "O", "O", "C", "N", "H", "H", "H", "C", "H", "H", "H", "H", "O", "C", "H", "H", "N", "H", "O", "O", "O", "C", "H", "H", "H", "N", "H", "C", "C", "N", "H", "C", "N", "C", "H", "H", "H", "H", "H", "C", "C", "O", "H"],
  "positions_angstrom": [[1.05, 4.01, -4.12], [-0.98, 2.45, -5.28], [-0.51, -3.71, 3.70], [0.51, 6.17, -4.74], [1.19, -5.02, 4.87], [0.67, -1.52, 5.55], [2.37, 0.27, -4.83], [-0.67, -2.19, 5.76], [2.50, -5.57, 5.22], [3.29, -5.09, 4.63], [-1.06, -4.63, 3.49], [-0.87, 4.71, -3.91], [-1.62, -1.87, 0.16], [-2.03, -3.48, 5.19], [0.77, -1.17, 4.52], [-0.32, 0.41, -2.54], [-3.18, 6.05, -2.99], [1.83, -3.67, 3.18], [-2.17, 6.26, -2.34], [1.73, -0.26, -1.46], [-1.33, -0.80, -1.80], [0.74, -0.66, 6.22], [2.71, -5.40, 6.27], [-0.95, 5.37, -2.52], [-1.40, -4.25, 1.09], [2.54, -0.52, -0.93], [-0.98, 4.61, -1.75], [-0.27, 3.06, -3.01], [-1.36, -1.86, 6.70], [0.58, -0.82, -1.23], [-1.85, 4.29, -4.16], [-1.20, 6.51, -5.07], [0.14, 3.63, -3.82], [-0.38, 5.22, -5.95], [-2.08, 7.24, -1.42], [1.30, 1.60, -6.29], [1.71, 0.70, -4.26], [-0.78, -2.54, -0.04], [0.34, -4.00, 1.07], [-0.05, -1.94, 2.54], [-1.76, -2.36, 2.56], [-1.12, -3.15, 4.93], [-2.94, 7.70, -1.44], [0.95, -4.15, 3.88], [1.02, 1.51, -5.11], [-0.42, -0.41, -1.95], [1.47, -2.21, 5.79], [-0.75, -2.77, 2.50], [0.44, -1.76, -0.31], [-0.15, 2.39, -4.57], [1.80, 0.38, -2.24], [-0.05, 5.98, -2.35], [-1.01, -3.13, -0.93], [2.52, -6.64, 5.01], [1.26, -2.00, 0.23], [-0.62, -3.50, 1.15], [-0.46, 5.72, -4.98], [-0.51, 2.13, -3.27], [0.41, -5.30, 5.44]]
}



{
  "formula": "C7H21NO4",
  "method": "ωB97M-V/def2-TZVPD",
  "homo_lumo_gap_ha": 0.3250,
  "spin_multiplicity": 1,
  "total_charge": 0,
  "smiles": "C=C/C(N)=C(\\C)CC.O.O.O.O",
  "elements": ["C", "H", "H", "C", "H", "C", "C", "H", "O", "H", "H", "H", "H", "C", "H", "H", "N", "H", "O", "C", "H", "O", "H", "H", "C", "H", "H", "H", "H", "H", "O", "H", "H"],
  "positions_angstrom": [[0.93, 0.84, 0.59], [2.40, -1.99, -0.39], [-1.46, -1.66, -1.10], [-1.22, 2.10, 0.78], [-3.38, -0.62, -1.21], [2.21, -1.47, -1.33], [0.82, 1.62, -1.83], [0.55, 1.08, -2.78], [-1.05, -0.39, 3.10], [-1.95, -0.08, 2.90], [-0.04, -2.78, 0.35], [0.84, 0.26, 2.45], [-0.19, 2.01, -1.68], [1.39, 0.86, -0.68], [1.45, 2.44, -2.10], [2.24, -0.39, 1.73], [1.28, -0.10, 1.62], [2.79, 0.32, -2.20], [-1.58, -1.76, -2.07], [0.08, 2.01, 1.01], [3.32, 0.08, -0.34], [-0.44, -1.90, 0.36], [1.17, -1.59, -1.57], [2.71, -1.94, -2.17], [2.57, 0.05, -1.17], [-2.61, -0.15, 0.12], [0.72, 2.74, 1.55], [-1.75, 1.31, 0.30], [-1.71, 3.02, 1.10], [0.25, -1.21, 0.42], [-3.43, -0.16, -0.36], [-1.75, -0.89, -2.45], [-1.02, -1.21, 2.58]]
}



{
  "formula": "C23H23N3O6S",
  "method": "ωB97M-V/def2-TZVPD",
  "homo_lumo_gap_ha": 0.3370,
  "spin_multiplicity": 1,
  "total_charge": 0,
  "smiles": "N#CCC(=O)Nc1ccc(C(=O)OCC(=O)N(Cc2ccccc2)[C@@H]2CCS(=O)(=O)C2)cc1",
  "elements": ["C", "N", "C", "H", "C", "S", "H", "C", "H", "H", "O", "C", "C", "C", "H", "C", "C", "H", "H", "H", "O", "H", "C", "C", "H", "H", "C", "C", "H", "C", "H", "O", "C", "H", "C", "H", "H", "H", "H", "N", "C", "C", "C", "O", "N", "H", "H", "H", "C", "H", "H", "O", "C", "C", "O", "C"],
  "positions_angstrom": [[0.48, 1.30, 0.33], [-1.97, 1.69, 1.73], [-2.03, 0.95, 0.49], [-3.70, 3.09, 3.17], [5.19, -3.80, -3.95], [-3.56, 3.85, -0.35], [3.66, -4.71, -5.03], [-0.70, 0.81, -0.21], [-2.73, 1.43, -0.19], [-4.74, 2.30, 1.05], [-3.71, 2.85, -1.38], [2.87, -4.11, -3.12], [-2.07, 3.15, 1.73], [0.53, -0.01, -2.11], [-1.21, 3.26, -0.29], [0.47, -1.03, 2.23], [2.55, -2.97, -0.94], [-2.42, -0.05, 0.70], [-2.63, -0.82, 3.03], [0.48, 1.80, 1.28], [-0.87, -1.05, 2.08], [-1.19, -0.57, 4.06], [1.16, -3.04, -0.89], [-3.46, 3.61, 2.24], [4.31, -3.45, -1.85], [3.08, -1.16, 1.88], [1.71, 0.48, -1.57], [2.56, -1.69, 1.10], [-3.41, 4.68, 2.45], [1.68, 1.13, -0.35], [0.63, -3.56, -1.67], [1.72, -4.25, -3.45], [-1.75, 1.14, 2.95], [4.29, -5.64, -3.66], [-0.66, 0.16, -1.44], [2.64, 0.35, -2.10], [-0.60, -2.48, 0.17], [0.54, -0.52, -3.06], [-1.58, -0.22, -1.86], [3.31, -3.55, -1.96], [-1.88, 3.80, 0.38], [1.17, -1.74, 1.13], [0.48, -2.43, 0.14], [-3.89, 5.20, -0.71], [6.10, -3.11, -3.87], [-1.56, 4.83, 0.48], [4.33, -2.25, 0.04], [-1.32, 3.51, 2.45], [-4.47, 3.35, 1.15], [2.59, 1.52, 0.08], [-5.36, 3.96, 1.23], [1.03, -0.48, 3.14], [4.02, -4.64, -4.00], [-1.63, -0.38, 3.07], [-1.72, 1.82, 3.96], [3.25, -2.30, 0.07]]
}



{
  "formula": "C3H7OS",
  "method": "ωB97M-V/def2-TZVPD",
  "homo_lumo_gap_ha": 0.2342,
  "spin_multiplicity": 1,
  "total_charge": -1,
  "elements": ["H", "H", "H", "C", "H", "S", "C", "H", "H", "C", "H", "O"],
  "positions_angstrom": [[0.36, -0.08, 1.83], [-0.84, -0.22, -1.81], [0.49, 0.10, -2.95], [-0.63, -0.35, 2.22], [0.63, -1.20, -1.76], [-1.94, 0.57, 1.31], [0.87, 0.75, -0.97], [-0.68, -0.16, 3.28], [0.24, 1.15, -0.16], [0.23, -0.20, -1.94], [-0.78, -1.40, 1.99], [2.04, 1.04, -1.04]]
}



{
  "formula": "C5H8N2",
  "method": "ωB97M-V/def2-TZVPD",
  "homo_lumo_gap_ha": 0.2824,
  "spin_multiplicity": 1,
  "total_charge": 0,
  "elements": ["H", "C", "H", "H", "H", "C", "H", "H", "H", "C", "H", "N", "N", "C", "C"],
  "positions_angstrom": [[3.06, 0.37, -1.13], [1.15, 0.27, -0.18], [3.12, 0.38, 0.64], [-2.62, -1.74, 1.07], [1.39, -1.96, -0.20], [-0.65, -1.20, -0.19], [-3.23, -1.59, 1.48], [2.60, 1.84, -0.24], [-2.24, 1.82, -0.14], [2.56, 0.75, -0.23], [-2.95, 0.06, -0.22], [-0.95, 0.26, -0.16], [0.17, 1.12, -0.14], [0.71, -1.12, -0.19], [-2.12, 0.75, -0.17]]
}



no.,DFT total energy (Ha)
1,-4090.346366
2,-993.375388
3,-874.802685
4,-3523.751942
5,-2225.141591
6,-810.284220
7,-1445.109274
8,-634.949871
9,-1904.187731
10,-591.942268
11,-304.660502